A | Computed, not measured: a 2-piece molecular cluster, C4H6ClPS overall, with ωB97M-V/def2-TZVPD.

Its HOMO energy (alpha / beta) is -7.844 / -7.844 eV. The gap between HOMO and LUMO (alpha / beta) is 7.0 / 7.0 eV. As for the charge: 0. Its spin multiplicity is 1. Its SMILES is S=P1=CC=CC1.Cl.

Last column: Löwdin charge in e.
Atoms and positions in Å:
C -1.92 0.24 0.93  -0.190
C -0.94 1.26 0.92  -0.335
C -1.82 -0.76 -0.07  -0.183
C -0.65 -0.65 -0.88  -0.308
P 0.01 1.08 -0.42  0.457
S 1.93 1.51 -0.52  0.074
Cl 5.22 -0.94 -0.01  0.194
H -2.71 0.19 1.71  0.108
H -0.79 1.89 1.78  0.076
H -2.62 -1.51 -0.28  0.114
H 5.03 -0.08 -1.01  -0.205
H 0.11 -1.22 -0.31  0.122
H -0.85 -1.00 -1.85  0.075

---

B | Computed, not measured: one molecule with the formula C4H6ClPS, with ωB97M-V/def2-TZVPD.

Its HOMO energy (alpha / beta) is -8.711 / -8.217 eV. The gap between HOMO and LUMO (alpha / beta) is 8.5 / 6.1 eV. As for the charge: 0. Its spin multiplicity is 1.

Last column: Löwdin charge in e.
Atoms and positions in Å:
C -0.79 1.21 0.89  -0.244
C -0.11 0.92 1.93  0.129
C -0.69 0.64 -0.52  -0.290
C -0.24 -0.81 -0.63  -0.462
P 1.52 -1.10 -0.03  0.050
S 1.87 -3.03 -0.20  0.143
Cl 2.52 -0.09 -1.48  0.192
H -1.53 2.02 0.93  0.101
H 0.29 0.83 2.90  0.029
H -1.68 0.73 -0.98  0.108
H 0.00 1.27 -1.08  0.088
H -0.89 -1.48 -0.05  0.080
H -0.28 -1.12 -1.68  0.076

---

Most favorable structure: A. The second most favorable one is 24.4 kcal/mol above it.

---

A | Computed, not measured: a 2-piece molecular cluster, CH2NO2S overall, with ωB97M-V/def2-TZVPD.

Its HOMO energy (alpha / beta) is -1.752 / -2.615 eV. The gap between HOMO and LUMO (alpha / beta) is 5.9 / 6.7 eV. As for the charge: -1. Its spin multiplicity is 1.

Last column: Löwdin charge in e.
Atoms and positions in Å:
C 0.91 0.05 0.03  -0.284
N 1.81 -0.80 0.14  -0.132
O -2.32 -0.98 -0.93  -0.592
O -2.38 1.44 -0.10  -0.613
S -1.96 0.01 0.07  0.653
H 1.09 1.03 0.28  -0.057
H 2.84 -0.74 0.51  0.026

---

B | Computed, not measured: a 2-piece molecular cluster, CH2NO2S overall, with ωB97M-V/def2-TZVPD.

Its HOMO energy is -1.496 eV. The gap between HOMO and LUMO is 4.4 eV. As for the charge: -1. Its spin multiplicity is 1.

Last column: Löwdin charge in e.
Atoms and positions in Å:
C -2.49 -1.67 0.16  -0.410
N 1.80 1.35 -0.39  -0.639
O -2.44 -0.86 0.96  0.222
O -2.71 -2.42 -0.72  0.177
S 2.56 -0.19 0.14  -0.223
H 0.92 1.60 0.09  -0.064
H 2.37 2.19 -0.24  -0.062

---

Most favorable structure: B. The second most favorable one is 62.3 kcal/mol above it.

---

A | Computed, not measured: one molecule with the formula C2H5N3O2S, with ωB97M-V/def2-TZVPD.

Its HOMO energy is -9.108 eV. The gap between HOMO and LUMO is 9.8 eV. As for the charge: 0. Its spin multiplicity is 1. Its SMILES is NN/C(=N\S)OC=O.

Last column: Löwdin charge in e.
Atoms and positions in Å:
C -0.18 -0.18 -0.38  -0.667
C -2.49 -0.47 -0.03  -0.315
H 1.68 1.89 -0.29  0.056
H 0.92 1.14 1.11  0.102
H -0.95 1.53 -0.86  0.173
H -3.41 -1.14 -0.29  0.181
H 2.72 -1.82 0.40  -0.106
N 0.76 1.91 0.26  -0.022
N 0.05 1.10 -0.74  -0.048
N 0.59 -0.96 0.14  -0.233
O -1.41 -0.61 -0.72  0.069
O -2.41 0.18 1.02  0.051
S 2.24 -0.53 0.15  0.760

---

B | Computed, not measured: C2H5N3O2S as an isolated structure, with ωB97M-V/def2-TZVPD.

Its HOMO energy is -9.274 eV. The gap between HOMO and LUMO is 9.2 eV. As for the charge: 0. Its spin multiplicity is 1.

Last column: Löwdin charge in e.
Atoms and positions in Å:
C -0.16 -1.36 -0.14  -0.482
C 0.00 0.12 -0.12  -0.400
H -2.12 -2.50 0.30  0.230
H -2.01 -0.72 -0.13  0.151
H 1.26 1.71 0.18  0.089
H 3.07 -0.19 0.99  -0.096
H -1.52 2.88 -0.62  0.255
N -1.47 -1.74 -0.54  0.025
N 1.22 0.67 0.09  -0.309
N -1.09 0.83 -0.23  -0.028
O 0.80 -1.97 0.41  0.002
O -0.84 2.22 0.16  -0.177
S 2.86 0.06 -0.37  0.739

---

Most favorable structure: A. The second most favorable one is 52.4 kcal/mol above it.